Here is the ion C4H3O3 with charge -1 in a non-equilibrium geometry from OMol25. Energies are from the ωB97M-V functional and the def2-TZVPD basis.

Summary:
Orbital gap in eV: 6.31
Net charge: -1
E in a.u.: -379.844407
Energy above the lowest of the compared OMol25 structures with the same formula, charge and spin in kJ/mol: 293.4
Spin multiplicity: 1
LUMO in eV: 4.17
Highest occupied orbital energy in eV: -2.14

Geometry as XYZ:
```
10
Properties=species:S:1:pos:R:3:forces:R:3:lowdin_charge:R:1
C -0.5988 -0.0664 -0.1457 5.45 1.75 1.11 -0.37
O 1.6214 0.5990 -0.5389 1.11 0.53 1.62 -0.10
O -1.6379 -0.9276 -0.2110 -1.74 -1.14 -3.64 -0.06
H -0.4866 1.1768 1.5975 0.44 0.90 0.31 0.07
C 1.6736 0.8826 0.7610 -3.59 -1.41 -1.57 0.00
H 0.0376 -0.3485 1.9121 0.57 -1.29 1.05 0.06
O 0.5283 -0.5551 -2.2163 0.14 -0.02 0.24 -0.08
H -1.7094 -1.0352 -1.2681 0.11 0.00 3.40 0.16
C 0.1209 0.3887 1.1603 -0.60 0.83 -1.57 -0.17
C 0.4508 -0.1143 -1.0509 -1.89 -0.14 -0.94 -0.52
```
Positions in Å, forces in eV/Å.


Here is an isolated molecule of C28H34N2O8 from OMol25. Energies are from the ωB97M-V functional and the def2-TZVPD basis.

Summary:
Orbital gap in eV: 7.96
Net charge: 0
E in a.u.: -1798.695872
Energy above the lowest of the compared OMol25 structures with the same formula, charge and spin in kJ/mol: 1.3
SMILES string: COc1cc(/C=C/C(=O)N2CCN(C(=O)/C=C/c3cc(OC)c(OC)c(OC)c3)CC2)cc(OC)c1OC
Spin multiplicity: 1
LUMO in eV: 0.37
Highest occupied orbital energy in eV: -7.59

Geometry as XYZ:
```
72
Properties=species:S:1:pos:R:3:forces:R:3:lowdin_charge:R:1
H -6.3502 2.9653 -0.9726 0.03 0.02 -0.07 0.12
C -4.2622 0.5412 -0.6712 -0.25 0.05 -0.02 -0.45
H 5.8488 -2.3594 -0.9298 -0.02 0.03 -0.06 0.10
H 0.8447 0.5094 -2.8922 -0.03 -0.01 -0.15 0.10
H -5.4578 2.0111 -2.1863 -0.03 0.15 0.12 0.12
H -1.0984 1.1818 -2.5728 0.00 -0.12 -0.03 0.12
C 3.2716 -3.0984 2.4413 0.51 -0.21 -0.12 -0.05
C 3.2193 0.8451 2.6876 -0.10 0.17 0.21 -0.06
C -1.1183 2.0108 -1.8781 0.44 -0.13 0.07 0.00
H 2.3298 -4.7626 -1.1861 -0.06 0.03 -0.05 0.10
C 2.7622 0.2508 0.4264 0.26 -0.21 -0.19 -0.19
C -1.1130 -1.2105 0.5963 0.60 -0.28 0.42 -0.21
N -3.0502 3.3638 -1.1582 -0.08 0.02 0.02 -0.04
H -1.6061 -0.0898 2.3527 -0.05 0.11 0.09 0.10
C 1.3736 0.4166 -1.9600 -0.08 0.11 -0.03 0.02
H -4.0307 1.9261 1.6972 -0.02 0.11 -0.01 0.11
H -4.6576 4.6532 -0.8767 0.00 -0.01 -0.04 0.12
H 2.3337 -0.1276 -4.5264 -0.02 -0.03 0.02 0.10
H -4.8994 3.3184 1.0595 0.05 -0.08 0.04 0.12
H 3.6965 -2.4868 1.6440 -0.03 -0.06 0.07 0.08
H 1.1139 -1.3686 -4.1201 0.03 0.03 0.00 0.10
N -4.8163 1.7351 -0.2506 -0.26 -0.10 0.07 -0.06
H -2.1286 -0.8496 -1.2740 -0.03 0.02 -0.16 0.12
H -3.4628 0.0414 1.3168 0.08 0.05 0.15 0.10
H 5.2924 -1.1609 -2.1246 -0.02 -0.04 0.03 0.10
H 0.5719 -4.4821 -1.1748 0.03 0.02 0.01 0.10
C -4.2034 2.5169 0.7995 0.30 0.02 0.06 -0.13
C 1.5524 -4.0135 -1.0399 -0.07 -0.10 -0.22 -0.06
H -0.1168 0.0128 5.6264 -0.07 0.03 -0.05 0.10
O -4.5597 0.0458 -1.7409 0.16 -0.12 -0.22 0.07
C -3.2935 -0.0721 0.2582 0.37 -0.42 -0.04 -0.01
H 3.9782 0.5755 3.4200 -0.07 0.05 0.00 0.10
C 0.1556 -1.2562 2.6437 0.21 -0.14 0.11 -0.19
O 2.0659 -2.5444 2.9307 -0.49 0.05 -0.05 -0.04
C -0.1166 2.1578 -1.0088 -0.53 0.18 -0.24 -0.04
H 3.1301 -4.1214 2.0872 0.04 0.11 0.07 0.09
C -0.9221 -0.7970 1.9155 -0.06 0.02 -0.02 0.03
H -0.0900 3.0015 -0.3306 -0.09 0.09 0.09 0.12
O 2.7878 -1.3198 -2.8866 0.09 0.13 0.55 -0.13
C 1.0775 -2.1669 2.0854 -0.03 0.09 0.08 -0.13
H 2.6829 -1.8513 -4.8061 -0.07 0.06 -0.01 0.10
C -2.2755 2.8823 -2.1752 -0.01 0.39 0.06 -0.44
C -2.2125 -0.7121 -0.2040 -0.67 0.30 -0.06 -0.02
H 3.9443 -3.0997 3.2990 -0.01 0.00 -0.05 0.10
O 0.4384 -0.8730 3.9276 0.13 -0.29 -0.37 -0.08
H -2.6007 4.0032 0.7808 0.03 -0.11 0.05 0.13
H -4.3925 4.0979 -2.5469 -0.07 0.04 0.19 0.12
H 4.4485 -2.7220 -1.9704 0.09 0.08 0.04 0.09
C -0.5056 -0.0931 4.6146 -0.15 0.14 0.08 -0.08
C 3.1422 -0.5712 -0.6566 0.13 0.03 0.14 -0.13
H -0.3576 -2.4201 -0.9788 0.03 -0.05 -0.15 0.11
H 3.2685 1.9223 2.4953 0.01 -0.04 -0.01 0.10
C -2.8787 3.0832 0.2500 0.08 0.05 0.35 -0.12
O 1.7293 -3.5494 0.2755 -0.10 0.29 0.43 -0.09
C 1.7064 1.1355 0.3032 -0.07 0.07 -0.02 0.03
C 0.9982 1.2259 -0.8944 0.57 -0.40 -0.05 -0.21
H 1.4159 1.7585 1.1336 -0.01 0.07 0.13 0.11
O 3.5306 0.0981 1.5369 -0.06 -0.17 -0.41 -0.06
H 1.6822 -3.2135 -1.7730 -0.01 0.00 0.01 0.08
C 2.1847 -1.1423 -4.1461 -0.09 0.01 -0.21 -0.07
C 2.4246 -0.4829 -1.8560 0.12 -0.12 0.03 -0.19
C 4.9740 -1.9364 -1.4238 0.32 -0.25 -0.25 -0.06
C -4.3926 3.7951 -1.5001 -0.11 0.14 -0.20 -0.11
C -5.3622 2.6078 -1.2772 -0.16 -0.01 -0.29 -0.10
H -2.0883 2.3422 0.3766 -0.13 0.12 0.04 0.10
C 0.8682 -2.6067 0.7666 0.15 -0.08 0.26 -0.18
H 2.2355 0.5810 3.0829 0.00 0.01 -0.02 0.08
H -1.4838 -0.5833 4.6532 0.03 0.02 -0.02 0.10
H -0.6170 0.9023 4.1679 -0.01 -0.04 0.00 0.09
O -2.5481 3.1323 -3.3369 0.03 -0.22 -0.23 0.06
C -0.1994 -2.1005 0.0380 -0.24 0.11 -0.04 0.03
O 4.1877 -1.4031 -0.3829 -0.46 0.18 0.05 -0.07
```
Positions in Å, forces in eV/Å.


Please write out number 1 again, unchanged.
Here is the ion C4H3O3 with charge -1 in a non-equilibrium geometry from OMol25. Energies are from the ωB97M-V functional and the def2-TZVPD basis.

Summary:
Orbital gap in eV: 6.31
Net charge: -1
E in a.u.: -379.844407
Energy above the lowest of the compared OMol25 structures with the same formula, charge and spin in kJ/mol: 293.4
Spin multiplicity: 1
LUMO in eV: 4.17
Highest occupied orbital energy in eV: -2.14

Geometry as XYZ:
```
10
Properties=species:S:1:pos:R:3:forces:R:3:lowdin_charge:R:1
C -0.5988 -0.0664 -0.1457 5.45 1.75 1.11 -0.37
O 1.6214 0.5990 -0.5389 1.11 0.53 1.62 -0.10
O -1.6379 -0.9276 -0.2110 -1.74 -1.14 -3.64 -0.06
H -0.4866 1.1768 1.5975 0.44 0.90 0.31 0.07
C 1.6736 0.8826 0.7610 -3.59 -1.41 -1.57 0.00
H 0.0376 -0.3485 1.9121 0.57 -1.29 1.05 0.06
O 0.5283 -0.5551 -2.2163 0.14 -0.02 0.24 -0.08
H -1.7094 -1.0352 -1.2681 0.11 0.00 3.40 0.16
C 0.1209 0.3887 1.1603 -0.60 0.83 -1.57 -0.17
C 0.4508 -0.1143 -1.0509 -1.89 -0.14 -0.94 -0.52
```
Positions in Å, forces in eV/Å.


Question: Which of these has the lowest E?
Answer: C28H34N2O8


Question: Which value of E does entry 1 give?
Answer: -379.844407 a.u.


Question: What is the formula in the first record?
Answer: C4H3O3